135
Properties=species:S:1:pos:R:3 method="wB97M-V/def2-TZVPD" homo_lumo_gap_ha=0.29479 energy_ev=-2795580.1617 multiplicity=1 e_lumo_ev=-0.19
C 1.895 2.227 -4.461
C 2.109 2.177 -3.287
C 1.942 1.994 -1.881
C 1.485 3.050 -1.118
C 1.280 2.898 0.234
C 1.520 1.681 0.852
B 1.295 1.477 2.395
O 2.426 1.154 3.120
O 0.084 1.525 3.020
C -0.833 0.459 2.721
C -2.112 0.678 3.508
C 1.983 0.616 0.076
C 2.213 0.755 -1.288
N 2.696 -0.276 -2.130
O 4.150 -0.171 -2.355
C 4.822 -0.660 -1.371
N 5.285 -1.183 -0.457
C 2.311 -1.597 -1.794
C 2.178 -2.498 -2.836
C 1.765 -3.787 -2.588
C 1.469 -4.233 -1.308
C 0.954 -5.617 -1.017
C 0.425 -6.435 -2.200
C -0.627 -5.745 -3.080
C -1.523 -4.749 -2.360
C -2.342 -5.291 -1.168
C -2.649 -4.134 -0.203
C -3.703 -3.160 -0.722
C -3.135 -1.974 -1.525
C -4.059 -1.538 -2.684
C -3.281 -1.071 -3.935
C -3.554 0.383 -4.316
C 1.650 -3.335 -0.251
C 2.059 -2.043 -0.511
S 2.270 -0.945 0.859
H 1.732 2.243 -5.503
H 1.267 4.009 -1.562
H 0.910 3.711 0.843
H 2.168 0.586 3.859
H -0.427 -0.519 2.969
H -1.064 0.511 1.658
H -2.611 -0.270 3.679
H -1.913 1.136 4.474
H -2.761 1.352 2.957
H 2.385 -2.199 -3.850
H 1.664 -4.469 -3.415
H 1.766 -6.185 -0.572
H 0.198 -5.553 -0.240
H 1.243 -6.841 -2.791
H -0.062 -7.308 -1.770
H -1.261 -6.519 -3.514
H -0.188 -5.221 -3.924
H -0.992 -3.858 -2.039
H -2.252 -4.412 -3.098
H -3.309 -5.583 -1.573
H -1.867 -6.125 -0.664
H -1.709 -3.635 0.042
H -2.993 -4.597 0.723
H -4.458 -3.719 -1.269
H -4.197 -2.741 0.154
H -2.134 -2.158 -1.897
H -3.073 -1.125 -0.848
H -4.724 -2.347 -2.970
H -4.611 -0.676 -2.325
H -3.596 -1.683 -4.779
H -2.212 -1.249 -3.843
H -4.464 0.473 -4.903
H -3.678 1.010 -3.435
H -2.739 0.783 -4.912
H 1.463 -3.614 0.776
C -1.230 4.931 -6.237
Br -0.890 6.695 -5.553
Br -0.591 3.595 -5.011
Br -3.088 4.679 -6.681
H -0.668 4.822 -7.153
C 4.077 4.966 3.755
Br 3.138 6.545 3.144
Br 3.063 3.334 3.459
Br 5.832 4.840 2.981
H 4.209 5.078 4.822
C -0.684 6.131 4.133
Br -0.628 6.838 2.347
Br 0.087 4.373 4.214
Br 0.127 7.322 5.411
H -1.725 6.043 4.403
C -3.302 8.874 -2.981
Br -4.408 8.255 -4.427
Br -2.866 7.453 -1.761
Br -1.721 9.763 -3.625
H -3.875 9.605 -2.430
C 4.028 4.514 8.367
Br 5.503 4.828 7.170
Br 2.347 5.022 7.584
Br 3.999 2.693 8.986
H 4.182 5.142 9.231
C 1.682 9.898 0.112
Br 1.127 11.414 -0.933
Br 1.178 10.084 1.958
Br 1.046 8.247 -0.649
H 2.761 9.865 0.080
C -4.046 6.474 6.676
Br -4.007 7.212 4.899
Br -3.266 4.715 6.706
Br -3.222 7.648 7.952
H -5.084 6.373 6.957
C 3.696 -6.629 2.535
Br 2.916 -5.112 1.641
Br 3.108 -6.761 4.361
Br 3.373 -8.257 1.559
H 4.766 -6.477 2.556
C -2.194 -10.231 -0.986
Br -0.289 -10.003 -0.836
Br -3.025 -10.354 0.743
Br -2.986 -8.849 -2.065
H -2.370 -11.168 -1.492
C 0.704 5.212 -10.375
Br 0.979 3.920 -8.973
Br -0.872 4.814 -11.397
Br 0.668 7.000 -9.672
H 1.550 5.142 -11.042
C 7.395 -5.074 1.777
Br 6.747 -3.609 0.725
Br 6.935 -4.866 3.639
Br 6.790 -6.772 1.093
H 8.473 -5.071 1.720
C -6.082 2.901 1.042
Br -6.000 3.629 -0.735
Br -5.333 1.131 1.117
Br -5.263 4.073 2.328
H -7.125 2.815 1.307
C 1.349 -8.737 7.731
Br 1.701 -6.878 8.081
Br 1.908 -9.851 9.194
Br -0.494 -9.034 7.272
H 1.941 -9.017 6.871